1.
Molecular formula: C13H33CaCuN2O5
Method: DFT, ωB97M-V with the def2-TZVPD basis set

Calculated values
HOMO energy = -11.12 eV
largest force on an atom = 0.074 hartree/bohr
multiplicity = 1
net charge = +2
HOMO-LUMO gap = 1.800 eV
relative energy (zero: lowest compared OMol25 entry of this formula, charge and spin) = 198.7 kcal per mole

Atoms and positions in Å:
Cu -5.59106 -0.19766 2.75856
Ca -2.91833 4.00573 4.29489
C -1.97463 1.08132 0.05862
O -2.67036 1.53739 1.18502
H -1.10357 0.44082 0.19689
H -2.63222 0.41362 -0.49803
H -1.51499 1.87701 -0.52764
C -0.29621 -9.51079 -1.35105
O 0.60852 -8.88417 -0.50292
C 1.53050 -7.99303 -1.11455
C 0.85697 -6.61232 -1.42926
N 1.92986 -5.78772 -1.77214
C 1.40976 -4.41016 -1.98071
C 2.44333 -3.39667 -2.50863
O 3.74476 -3.73123 -2.11716
C 4.65138 -2.76854 -2.66878
H -1.26096 -9.00607 -1.40226
H -0.66422 -10.50896 -1.11371
H 0.05836 -9.73420 -2.35726
H 1.94695 -8.25794 -2.08640
H 2.30074 -7.91469 -0.34728
H 0.38369 -6.26427 -0.51112
H 0.13911 -6.62291 -2.24942
H 2.68066 -5.74342 -1.09802
H 0.93187 -4.01850 -1.08276
H 0.61668 -4.27679 -2.71647
H 2.22306 -2.38184 -2.17742
H 2.40386 -3.20264 -3.58049
H 4.66713 -1.95922 -1.93882
H 4.60643 -2.39187 -3.69064
H 5.65837 -3.18322 -2.71481
C 0.67232 2.52107 3.78853
O -0.07469 3.62695 3.17397
C 0.94207 4.59542 2.76368
C 0.17445 5.98096 2.41919
N -1.15560 5.82143 1.83617
C -1.58852 7.13846 1.41725
C -2.71114 7.08697 0.40979
O -2.54110 6.00523 -0.44991
C -3.62707 5.73315 -1.34201
H 0.00368 1.75750 4.18598
H 1.36654 2.74124 4.59951
H 1.24989 2.04399 2.99676
H 1.51260 4.08706 1.98640
H 1.54613 4.64523 3.66961
H 0.92153 6.55796 1.87416
H -0.01015 6.66222 3.24980
H -1.13000 5.18888 1.04920
H -0.73985 7.67504 0.99304
H -1.91144 7.60441 2.34822
H -2.84262 8.04015 -0.10233
H -3.57046 6.75033 0.98975
H -3.29747 5.74391 -2.38093
H -4.26830 6.61446 -1.35604
H -4.08612 4.78099 -1.07600

These are the Mulliken partial charges, in e, on atoms 1 to 5:
1. Cu 0.75
2. Ca 1.55
3. C -0.66
4. O -0.67
5. H 0.27

2.
Molecular formula: C3H9EuNO2
Method: DFT, ωB97M-V with the def2-TZVPD basis set

Calculated values
HOMO energy (spin up / spin down) = -7.04 / -7.18 eV
largest force on an atom = 0.027 hartree/bohr
multiplicity = 8
HOMO-LUMO gap (spin up / spin down) = 6.497 / 6.594 eV
relative energy (zero: lowest compared OMol25 entry of this formula, charge and spin) = 2.3 kcal per mole

Atoms and positions in Å:
Eu -0.80261 0.33434 -1.07792
C 0.37030 -0.34301 -3.07766
H 1.42056 0.01006 -3.11181
H 0.27674 -1.39475 -3.38588
H -0.27415 0.27749 -3.75634
H -2.56806 1.12089 0.57726
H -2.99972 0.58542 0.24562
N -0.29611 -0.94395 0.99568
C 0.68765 -0.24329 1.86046
C 1.00593 1.19664 1.39657
O 1.53359 1.88998 2.25454
O 0.68983 1.51866 0.16640
H -1.13231 -1.21448 1.52375
H 0.11620 -1.82788 0.68305
H 0.32586 -0.18979 2.89591
H 1.64630 -0.77631 1.81037

These are the Mulliken partial charges, in e, on atoms 1 to 5:
1. Eu 1.07
2. C -1.20
3. H 0.22
4. H 0.27
5. H 0.23

3.
Molecular formula: C4H14N2O
Method: DFT, ωB97M-V with the def2-TZVPD basis set

Calculated values
HOMO energy = -9.40 eV
largest force on an atom = 0.034 hartree/bohr
multiplicity = 1
HOMO-LUMO gap = 9.955 eV
relative energy (zero: lowest compared OMol25 entry of this formula, charge and spin) = 37.9 kcal per mole

Atoms and positions in Å:
N 1.58785 1.62029 -0.54401
C 1.25992 1.08323 0.79260
C -0.28821 1.05000 1.05225
C -1.13702 0.97779 -0.19588
C -1.21601 -0.43612 -0.77462
N -2.62623 -0.76124 -1.10936
H 1.53306 0.83877 -1.21978
H 2.60286 1.76708 -0.56271
H 1.62308 1.84945 1.47018
H 1.66945 0.09918 1.01085
H -0.51607 1.88455 1.71343
H -0.49071 0.14064 1.62856
H -2.16394 1.28644 0.00319
H -0.73768 1.66634 -0.93725
H -0.67290 -1.20661 -0.21585
H -0.77364 -0.39902 -1.77745
H -2.62438 -1.27891 -1.98425
H -3.00696 -1.49751 -0.49674
O 1.63515 -2.87819 0.93083
H 2.14570 -3.64716 0.62993
H 2.19669 -2.15899 0.58609

These are the Mulliken partial charges, in e, on atoms 1 to 5:
1. N -0.64
2. C -0.23
3. C -0.67
4. C -0.90
5. C -0.35

4.
Molecular formula: C25H30N4O5S2Zn
Method: DFT, ωB97M-V with the def2-TZVPD basis set

Calculated values
HOMO energy = -7.91 eV
largest force on an atom = 0.017 hartree/bohr
multiplicity = 1
HOMO-LUMO gap = 8.106 eV
relative energy (zero: lowest compared OMol25 entry of this formula, charge and spin) = 4.3 kcal per mole

Atoms and positions in Å:
Zn -0.00394 0.05779 0.09927
C -4.24361 -4.39080 2.99426
O -4.06381 -3.35865 3.94571
C -3.26661 -2.32671 3.60195
C -3.12764 -1.31433 4.57370
C -2.33202 -0.24178 4.30845
C -1.62532 -0.08841 3.09181
C -0.76338 1.03911 2.85498
C -0.63229 2.17955 3.83660
O -0.07054 1.15046 1.83035
C -1.78051 -1.11061 2.09488
O -1.23499 -1.10631 0.92407
C -2.61148 -2.21881 2.40073
H -4.92218 -5.10531 3.45160
H -3.29714 -4.88555 2.76316
H -4.68803 -4.00650 2.07316
H -3.65629 -1.41478 5.51181
H -2.24107 0.51481 5.07455
H -1.18852 2.05275 4.75875
H -0.96955 3.08626 3.33392
H 0.42596 2.30833 4.06111
H -2.69326 -2.97075 1.62792
O 3.57699 3.19398 -2.21430
C 2.40645 3.71039 -2.61689
C 2.44292 4.80387 -3.48371
C 1.27610 5.38066 -3.94019
C 0.03933 4.87823 -3.54311
C -0.00698 3.79700 -2.68814
C 1.16191 3.19690 -2.21086
C 1.02927 2.02864 -1.31156
O -0.14300 1.57803 -1.06375
N 2.16091 1.51769 -0.83639
N 1.96412 0.43224 -0.01623
C 2.97271 -0.12553 0.51457
S 4.63317 0.41057 0.29931
C 5.34503 -1.08258 1.06436
C 4.42906 -1.51156 2.19052
S 2.73745 -1.54604 1.51947
H 3.37009 2.44651 -1.60252
H 3.41318 5.17805 -3.78450
H 1.32634 6.23133 -4.60814
H -0.87594 5.32786 -3.90497
H -0.95195 3.38688 -2.36031
H 6.34012 -0.82306 1.42287
H 5.42395 -1.85520 0.30130
H 4.45845 -0.80798 3.02061
H 4.66336 -2.51273 2.54878
C 1.47488 -1.57544 -2.28397
C 1.46085 -2.50674 -3.52259
N 0.09882 -2.95156 -3.80721
C -0.73367 -1.77934 -4.07454
C -0.73319 -0.82443 -2.85435
N 0.10217 -1.38774 -1.77205
C -0.44634 -2.71149 -1.40637
C -0.42365 -3.65293 -2.63631
H 1.88396 -0.59522 -2.53188
H 2.07547 -2.00251 -1.47908
H 2.07984 -3.39129 -3.35812
H 1.84349 -1.99220 -4.40590
H -1.74221 -2.12589 -4.30883
H -0.33742 -1.28181 -4.96138
H -1.73699 -0.67816 -2.45161
H -0.33857 0.15591 -3.11502
H -1.45606 -2.55463 -1.03173
H 0.15014 -3.10394 -0.58063
H -1.42595 -4.01175 -2.87866
H 0.20897 -4.52482 -2.45688

These are the Mulliken partial charges, in e, on atoms 1 to 5:
1. Zn 0.20
2. C -0.78
3. O -0.48
4. C 1.05
5. C -1.11

5.
Molecular formula: C8H11BBr2INO4Sr
Method: DFT, ωB97M-V with the def2-TZVPD basis set

Calculated values
HOMO energy = -14.00 eV
largest force on an atom = 0.163 hartree/bohr
multiplicity = 1
net charge = +2
HOMO-LUMO gap = 4.185 eV

Atoms and positions in Å:
C 3.42866 -0.08853 -0.10572
O 2.56396 -0.46405 -1.16947
B 1.52112 -1.29229 -0.86087
O 1.32731 -2.38679 -1.57556
C 0.45365 -1.00425 0.30635
C 0.33801 -2.36682 0.99459
O 1.25013 -2.98213 1.46913
O -0.94677 -2.77250 0.96118
C -1.76691 -1.63249 0.80281
I -3.61614 -2.42803 0.06838
C -0.95587 -0.63125 -0.11301
N -1.30419 -0.94536 -1.49308
C -1.44499 0.76489 0.23572
Br -3.12677 1.02150 1.10736
C -0.83020 1.87773 -0.04880
C -1.40663 3.19824 0.24773
Br 0.84197 1.94615 -0.90658
H 2.89780 0.23295 0.77793
H 4.04248 0.72796 -0.43264
H 4.07484 -0.90367 0.16277
H 2.12694 -2.64331 -2.03900
H 0.78882 -0.34549 1.08291
H -1.90202 -1.26305 1.80147
H -0.60070 -0.61881 -2.14862
H -2.14390 -0.44615 -1.74213
H -0.71912 4.00819 -0.08663
H -2.31218 3.29814 -0.33557
H -1.64050 3.30797 1.31569
Sr -0.93878 4.83126 1.72365

These are the Mulliken partial charges, in e, on atoms 1 to 5:
1. C -0.70
2. O -0.50
3. B 0.82
4. O -0.39
5. C -0.51

6.
Molecular formula: C3H7O2
Method: DFT, ωB97M-V with the def2-TZVPD basis set

Calculated values
HOMO energy = -2.16 eV
largest force on an atom = 0.053 hartree/bohr
multiplicity = 1
net charge = -1
HOMO-LUMO gap = 5.154 eV
relative energy (zero: lowest compared OMol25 entry of this formula, charge and spin) = 93.2 kcal per mole

Atoms and positions in Å:
C -3.61979 -0.65954 -0.91658
O -4.33276 -1.62729 -0.94677
H -2.49171 -0.78639 -0.66811
H -3.93480 0.40998 -0.94304
H 0.96307 -1.47653 6.73786
C 2.14327 0.94104 -2.43150
C 2.15607 0.71135 -1.03024
O 3.12081 0.69351 -0.14660
H 1.25953 1.10118 -3.00452
H 2.99511 0.64938 -3.10233
H 1.12742 0.93074 -0.60399
H 0.61378 -0.88743 7.05583

These are the Mulliken partial charges, in e, on atoms 1 to 5:
1. C -0.01
2. O -0.40
3. H 0.20
4. H 0.21
5. H 0.01

| no. | energy (Ha) |
| --- | --- |
| 1 | -3317.9278 |
| 2 | -1035.1893 |
| 3 | -345.5158 |
| 4 | -4141.6479 |
| 5 | -6167.7772 |
| 6 | -268.8915 |